Computed, not measured: a structure of composition C32H35N4O4PSm at a distorted geometry, with the ωB97M-V functional and the def2-TZVPD basis.

Properties
relative energy (zero: lowest compared OMol25 entry of this formula, charge and spin): 0.0 kcal/mol
orbital gap (alpha / beta): 6.452 / 6.479 eV
molar mass: 720.99 g/mol
E_LUMO (alpha / beta): -3.9 / -3.9 eV
net charge: +1
2S+1: 6
electronic energy: -75093.6323 eV

Geometry (Å):
Sm -0.1070 -0.4328 -0.0733
P -1.3153 -1.9046 2.1478
O 1.7838 1.1276 3.4849
O -2.9047 3.1963 -1.2932
O -1.7600 1.2814 -1.2310
O 1.2501 0.0846 1.5744
N 3.0532 -4.5569 -9.3630
N -0.5716 1.8634 0.9780
N -0.8404 -1.8459 -1.8457
N 1.6798 -0.2620 -1.6051
C 3.7658 0.3102 -2.3060
C -0.0725 3.2540 2.8468
C -1.6236 -1.4345 5.0370
C -3.1867 -1.6894 2.0006
C -1.0620 -3.0298 -3.7923
C -1.3680 -4.5731 3.4038
C -2.2517 -3.1123 -3.1082
C -0.1873 -2.2292 -3.0141
C 2.7644 0.4681 -1.3284
C -0.9985 4.1902 2.4186
C -1.4358 -4.3761 0.9032
C -2.0504 2.3707 -0.7459
C -0.7517 -1.2173 3.7998
C 1.5595 -2.4122 -4.7082
C 2.3585 -3.5161 -7.1285
C 1.8571 -3.7702 -4.7953
C 1.9552 -0.9298 -2.7969
C 1.1727 1.0091 2.4452
C -0.9300 -3.7438 2.1997
C 0.6721 -1.7213 4.0489
C -4.1107 -2.1594 3.1191
C 1.6605 -1.6121 -5.8437
C -1.4308 2.7951 0.5357
C 1.0958 -1.8309 -3.4277
C -1.6680 3.9835 1.2138
C -3.4260 -0.2101 1.6738
C 2.2663 -4.3203 -5.9927
C -2.0728 -2.3751 -1.9325
C 3.2616 -0.5652 -3.2348
C 2.0476 -2.1590 -7.0504
C 2.7477 -4.0860 -8.3647
C 0.1248 2.1026 2.0815
H -3.4331 -2.2731 1.1035
H -2.5232 -4.4127 0.8935
H -2.7995 -2.2074 -1.1478
H 3.7414 -0.9308 -4.1207
H 2.8107 1.0812 -0.4343
H 1.1765 -1.0579 4.7467
H 1.2633 -1.7222 3.1308
H -2.4472 -4.5997 3.5135
H 0.1697 -3.7518 2.1664
H -3.1168 0.4273 2.5046
H -0.8268 -3.4599 -4.7436
H 0.5084 3.3806 3.7485
H -1.0096 -1.2438 5.9157
H -1.0836 -3.8145 0.0314
H 2.1064 -1.5461 -7.9366
H -4.4850 -0.0313 1.4928
H 1.7759 -4.3913 -3.9161
H 0.6630 -2.7252 4.4673
H -0.6984 -0.1329 3.6210
H -2.8752 0.0805 0.7635
H -2.3541 4.7127 0.8119
H -1.0316 -5.5977 3.2519
H -3.1355 -3.6330 -3.4149
H -2.0089 -2.4468 5.1070
H -1.1984 5.0776 3.0009
H -1.0720 -5.3986 0.8181
H -2.4537 -0.7334 5.0674
H 1.4164 -0.5623 -5.7779
H 2.5032 -5.3706 -6.0647
H -4.0838 -1.4912 3.9713
H -3.2519 2.8653 -2.1414
H 4.7283 0.7834 -2.3052
H -0.9273 -4.2164 4.3287
H -5.1336 -2.1819 2.7476
H -3.8599 -3.1583 3.4570

Quick look at the Löwdin charges, all values in e: Sm 1.71; P 1.03; O 0.11; O 0.19; O -0.01; O -0.24; N 0.18; N 0.07; N -0.12; N -0.11; C -0.05; C 0.05; C -0.09; C -0.53; C 0.00; C -0.09; C -0.05; C -0.25; C -0.14; C 0.00; C -0.12; C -0.45; C -0.51; C -0.21; C -0.22; C -0.01; C -0.25; C -0.62; C -0.53; C -0.12; C -0.09; C -0.01; C -0.17; C -0.04; C 0.05; C -0.12; C 0.00; C -0.18; C 0.01; C 0.00; C -0.18; C -0.15; H 0.08; H 0.08; H 0.10; H 0.12; H 0.11; H 0.09; H 0.06; H 0.06; H 0.11; H 0.08; H 0.12; H 0.13; H 0.09; H 0.04; H 0.13; H 0.09; H 0.13; H 0.08; H 0.08; H 0.03; H 0.13; H 0.09; H 0.10; H 0.07; H 0.12; H 0.09; H 0.07; H 0.13; H 0.13; H 0.06; H 0.17; H 0.10; H 0.06; H 0.09; H 0.06

=====

Computed, not measured: the ion C5H8N3O with charge +1 at a distorted geometry, with the ωB97M-V functional and the def2-TZVPD basis.

Properties
relative energy (zero: lowest compared OMol25 entry of this formula, charge and spin): 59.7 kcal/mol
orbital gap (alpha / beta): 7.689 / 7.690 eV
molar mass: 126.14 g/mol
E_LUMO (alpha / beta): -5.3 / -5.3 eV
net charge: +1
structure (SMILES): C[n+]1ccn(N)c(=O)c1
electronic energy: -11823.3752 eV

Geometry (Å):
O -2.1239 1.5578 -0.2456
N -1.5221 -0.6220 -0.0062
N -2.8359 -0.7232 -0.0147
N 1.1112 0.3191 -0.1204
C 0.7749 -0.9836 0.0849
C -0.5339 -1.4233 0.1400
C 0.1869 1.2887 -0.3495
C -1.1432 0.8607 -0.2231
C 2.5451 0.5960 0.0143
H 1.6627 -1.5139 0.2147
H -3.3049 0.1566 0.0019
H 3.0647 -0.1386 -0.4915
H -3.2809 -1.5438 0.2612
H -0.6299 -2.4648 0.1956
H 2.7631 1.6605 -0.3512
H 2.8765 0.6286 1.0105
H 0.3896 2.3453 -0.1209

Quick look at the Löwdin charges, all values in e: O 0.10; N -0.02; N 0.20; N -0.10; C 0.00; C 0.01; C 0.09; C -0.31; C 0.03; H 0.12; H 0.11; H 0.08; H 0.13; H 0.14; H 0.15; H 0.10; H 0.17